Record 1
Computed, not measured: the ion C4H5N4 with charge +1 at a distorted geometry, with ωB97M-V with the def2-TZVPD basis set.

Last column: Mulliken charge in e.
Cartesian coordinates (Å):
C: 2.79 -0.77 -0.15  0.144
C: 1.79 -0.14 -0.36  -0.552
C: 0.63 0.66 -0.26  0.560
N: 0.60 2.00 -0.39  -0.183
N: -0.64 2.39 -0.21  -0.336
N: -1.34 1.33 0.01  0.173
N: -0.63 0.22 -0.02  0.214
C: -1.06 -1.16 0.21  -0.631
H: 3.69 -1.28 0.14  0.410
H: -2.34 1.31 0.19  0.273
H: -1.62 -1.22 1.15  0.321
H: -1.68 -1.53 -0.62  0.328
H: -0.18 -1.79 0.29  0.280

Computed properties:
- SMILES string = C#Cc1nn[nH][n+]1C
- frontier orbital gap (eV) = 10.11
- total charge = +1

Record 2
Computed, not measured: the molecule C4H5NO at a distorted geometry, with ωB97M-V with the def2-TZVPD basis set.

Last column: Mulliken charge in e.
Cartesian coordinates (Å):
O: -0.09 -2.07 -0.17  -0.320
C: -0.79 -1.14 0.45  -0.437
C: -0.80 0.06 -0.47  -0.233
C: 0.51 0.85 -0.25  -0.416
C: 0.80 1.12 1.16  0.257
N: 1.05 1.34 2.27  -0.398
H: -0.02 -2.83 0.43  0.422
H: -0.85 -0.22 -1.53  0.292
H: -1.66 0.69 -0.21  0.313
H: 1.35 0.30 -0.67  0.249
H: 0.45 1.82 -0.77  0.273

Computed properties:
- frontier orbital gap (eV) = 9.39

Record 3
Computed, not measured: the molecule C4H5NO at a distorted geometry, with ωB97M-V with the def2-TZVPD basis set.

Last column: Mulliken charge in e.
Cartesian coordinates (Å):
C: -1.45 -0.51 2.46  0.087
C: -0.45 -0.26 1.81  -0.370
C: 0.65 -0.01 0.89  -0.547
N: 0.39 -0.30 -0.48  -0.138
C: 0.37 0.62 -1.54  0.118
O: 0.20 0.33 -2.72  -0.547
H: -2.27 -0.52 3.15  0.416
H: 0.89 1.06 0.90  0.218
H: 1.54 -0.50 1.29  0.291
H: 0.20 -1.24 -0.80  0.224
H: 0.56 1.63 -1.17  0.248

Computed properties:
- SMILES string = C#CCNC=O
- frontier orbital gap (eV) = 10.94

Record 4
Computed, not measured: the molecule C4H5NO at a distorted geometry, with ωB97M-V with the def2-TZVPD basis set.

Last column: Mulliken charge in e.
Cartesian coordinates (Å):
N: 3.07 -0.43 -0.38  -0.389
C: 2.04 -0.04 -0.02  0.186
C: 0.72 0.43 0.41  -0.306
C: -0.41 -0.55 0.06  -0.657
C: -1.65 0.16 -0.42  0.062
O: -1.74 1.35 -0.57  -0.474
H: 0.75 0.62 1.49  0.287
H: 0.52 1.39 -0.08  0.271
H: -0.10 -1.24 -0.74  0.348
H: -0.67 -1.19 0.91  0.328
H: -2.51 -0.51 -0.65  0.344

Computed properties:
- SMILES string = N#CCCC=O
- frontier orbital gap (eV) = 11.28

Energy above the lowest of the compared OMol25 structures with the same formula, charge and spin / kcal per mole: 63.9; 66.5; 45.9; 14.9
HOMO level / eV: -15.218; -8.981; -10.070; -10.588